{
  "formula": "C43H36N5O2RuSTe",
  "method": "the ωB97M-V functional and the def2-TZVPD basis",
  "symbols": ["Ru", "O", "C", "N", "C", "C", "C", "C", "C", "C", "N", "C", "O", "C", "C", "C", "C", "C", "N", "C", "C", "C", "C", "C", "N", "H", "H", "H", "H", "H", "H", "H", "H", "H", "H", "H", "H", "C", "C", "C", "C", "C", "C", "C", "C", "S", "C", "N", "C", "C", "C", "C", "C", "C", "C", "C", "H", "H", "H", "H", "H", "H", "H", "H", "H", "H", "H", "H", "H", "H", "H", "H", "C", "Te", "C", "C", "C", "C", "C", "C", "C", "H", "H", "H", "H", "H", "H", "H", "H"],
  "xyz": [[-1.76946, 0.68172, 1.20533], [1.36955, -0.24329, 3.64437], [0.47107, 0.48960, 3.26370], [-0.78277, 0.07936, 2.86472], [-1.18161, -1.21214, 3.33954], [-0.79475, -1.74284, 4.56690], [-1.27717, -2.97742, 4.97259], [-2.14962, -3.69441, 4.16430], [-2.55317, -3.17790, 2.94319], [-2.06704, -1.93935, 2.53373], [-2.42391, -1.26860, 1.34971], [-3.11328, -1.82829, 0.34382], [-3.46186, -2.98964, 0.18060], [-3.52625, -0.78714, -0.68519], [-4.31490, -1.17107, -1.75135], [-4.75734, -0.20247, -2.63810], [-4.39622, 1.11644, -2.41667], [-3.58172, 1.42063, -1.33924], [-3.14763, 0.49059, -0.48446], [0.73421, 1.98282, 3.28808], [2.05330, 2.40419, 3.43642], [2.30644, 3.76208, 3.49983], [1.24059, 4.64638, 3.41460], [-0.03787, 4.12644, 3.28141], [-0.29179, 2.82311, 3.22974], [-0.11604, -1.19462, 5.20081], [-0.96881, -3.37863, 5.92933], [-2.51856, -4.66085, 4.48226], [-3.22400, -3.72516, 2.30030], [-4.55752, -2.22010, -1.84126], [-5.37931, -0.47202, -3.48157], [-4.72090, 1.91340, -3.07061], [-3.25096, 2.43297, -1.16238], [2.83613, 1.66197, 3.49340], [3.31931, 4.12794, 3.60981], [1.39083, 5.71639, 3.45750], [-0.89902, 4.78208, 3.20981], [2.76689, -4.45694, 0.01849], [2.13035, -3.62980, 1.14270], [0.70567, -4.12920, 1.37709], [2.92182, -3.81756, 2.44473], [2.16588, -2.15166, 0.76745], [3.41095, -1.51912, 0.56383], [3.52772, -0.18047, 0.26988], [2.35968, 0.57750, 0.19302], [2.14597, 2.27459, -0.11905], [0.44806, 2.08170, 0.04061], [0.05063, 0.85070, 0.28374], [1.12612, -0.03271, 0.39309], [1.01657, -1.39812, 0.65134], [-0.54661, 3.13382, 0.10623], [-0.36100, 4.43816, -0.34124], [-1.36611, 5.36316, -0.12293], [-2.52049, 4.97477, 0.55663], [-2.68547, 3.66893, 0.99938], [-1.70466, 2.70080, 0.77369], [2.77184, -5.51394, 0.29167], [3.79803, -4.15605, -0.17390], [2.20333, -4.34693, -0.91000], [0.73656, -5.18728, 1.64215], [0.08316, -4.02976, 0.48511], [0.22057, -3.59692, 2.19587], [2.86783, -4.86028, 2.76467], [2.50885, -3.18937, 3.23614], [3.97501, -3.55994, 2.32114], [4.31770, -2.10282, 0.65472], [4.49994, 0.27147, 0.12526], [0.03329, -1.81475, 0.81157], [0.55168, 4.72684, -0.85034], [-1.25471, 6.38096, -0.47187], [-3.29788, 5.70644, 0.74229], [-3.59324, 3.40270, 1.53234], [-0.97857, 0.29985, -5.00568], [-0.71458, 0.31143, -2.88608], [1.36847, 0.53805, -3.29168], [1.52139, 0.48254, -4.79156], [2.78908, 0.54875, -5.36819], [2.94656, 0.50551, -6.74145], [1.82900, 0.39491, -7.56034], [0.56839, 0.32896, -6.99523], [0.40187, 0.37264, -5.61150], [-1.58609, 1.15567, -5.29807], [-1.49459, -0.60841, -5.31359], [1.92791, -0.25791, -2.80066], [1.71524, 1.49195, -2.89787], [3.65840, 0.63201, -4.72650], [3.93683, 0.55503, -7.17501], [1.94324, 0.35752, -8.63576], [-0.30443, 0.24049, -7.63132]],
  "atomic_forces_ev_per_a": [[-0.268, -0.405, -0.277], [-0.089, -0.011, 0.021], [0.106, 0.178, 0.056], [0.025, -0.095, 0.068], [0.000, 0.088, -0.070], [-0.024, -0.025, -0.029], [-0.009, -0.005, -0.006], [0.013, 0.019, -0.014], [0.028, -0.079, 0.080], [-0.003, 0.106, -0.151], [-0.088, -0.040, 0.265], [-0.102, 0.135, -0.215], [0.021, 0.032, 0.066], [0.030, -0.061, 0.181], [-0.002, 0.100, -0.037], [0.018, -0.039, 0.040], [0.010, 0.025, 0.033], [0.009, -0.007, -0.066], [0.274, -0.100, -0.082], [0.025, -0.090, -0.057], [-0.036, 0.041, -0.077], [0.015, 0.001, -0.012], [-0.014, -0.026, -0.004], [0.043, 0.005, 0.045], [-0.039, -0.013, 0.068], [0.010, -0.001, 0.024], [0.005, 0.000, 0.006], [0.000, -0.005, 0.010], [0.007, 0.016, 0.002], [-0.015, 0.002, -0.006], [-0.004, 0.010, -0.009], [-0.005, -0.011, -0.013], [0.017, 0.002, 0.021], [0.013, -0.009, 0.010], [0.005, 0.005, 0.005], [0.007, 0.013, -0.003], [-0.007, 0.012, 0.002], [0.011, 0.000, 0.006], [0.016, 0.012, -0.005], [0.003, 0.002, -0.030], [0.017, -0.002, 0.029], [-0.004, 0.017, -0.030], [-0.005, -0.079, 0.014], [-0.021, 0.110, 0.004], [0.000, -0.133, -0.051], [0.044, -0.048, -0.131], [-0.089, 0.033, -0.169], [0.106, 0.563, 0.694], [-0.235, -0.105, -0.383], [0.082, 0.113, 0.107], [0.092, -0.166, 0.037], [-0.034, 0.026, 0.063], [0.004, -0.022, 0.003], [-0.002, 0.033, -0.019], [0.009, -0.074, 0.003], [-0.047, 0.041, 0.183], [0.000, -0.008, 0.000], [0.003, -0.003, 0.003], [-0.007, 0.002, -0.003], [-0.007, -0.009, -0.003], [-0.007, 0.004, -0.007], [-0.010, 0.022, 0.039], [0.002, -0.003, -0.005], [-0.016, 0.002, -0.003], [0.001, -0.001, 0.002], [0.002, -0.003, -0.013], [0.004, 0.009, -0.014], [-0.017, -0.041, -0.024], [0.008, -0.006, -0.011], [-0.004, 0.013, 0.011], [-0.007, 0.001, 0.000], [0.001, 0.003, -0.007], [0.018, -0.021, -0.068], [0.025, 0.008, -0.046], [0.071, -0.047, -0.032], [0.008, -0.006, 0.014], [0.006, -0.001, 0.011], [0.000, -0.003, -0.010], [0.009, -0.003, 0.001], [-0.006, 0.006, 0.002], [-0.016, 0.003, -0.011], [0.018, -0.002, -0.019], [0.006, -0.005, 0.015], [-0.007, -0.007, -0.009], [-0.003, 0.003, -0.009], [0.006, 0.000, 0.005], [0.004, 0.000, -0.001], [-0.001, 0.000, -0.005], [-0.007, -0.001, -0.003]],
  "max_force_ev_per_a": 0.900,
  "gap_ev": [6.8, 6.4],
  "de_lowest_kcal_mol": 37.3,
  "e_homo_ev": [-7.3, -7.3],
  "spin_multiplicity": 2
}